136
Properties=species:S:1:pos:R:3 method="wB97M-V/def2-TZVPD" homo_ev=-8.4842 spin_multiplicity=1 charge=0 gap_ev=8.63
F 6.12 -1.56 -2.11
C 5.31 -0.71 -1.43
C 5.76 -0.37 -0.16
C 4.88 0.35 0.68
C 3.79 0.90 0.16
C 3.40 0.64 -1.14
C 4.11 -0.24 -1.95
H 6.62 -0.90 0.21
H 5.13 0.68 1.68
H 3.25 1.60 0.77
H 2.44 1.06 -1.40
H 3.71 -0.42 -2.94
F 0.41 -6.79 0.30
C -0.61 -5.96 0.14
C -1.59 -6.34 -0.75
C -2.63 -5.43 -1.04
C -2.71 -4.22 -0.32
C -1.73 -3.92 0.60
C -0.71 -4.81 0.85
H -1.58 -7.35 -1.13
H -3.43 -5.64 -1.74
H -3.52 -3.50 -0.37
H -1.86 -3.06 1.24
H -0.03 -4.57 1.66
F -1.76 -0.27 4.01
C -0.63 -0.56 4.77
C 0.14 -1.76 4.68
C 1.35 -1.85 5.33
C 1.82 -0.89 6.15
C 1.05 0.22 6.30
C -0.07 0.43 5.57
H -0.27 -2.63 4.18
H 1.89 -2.77 5.20
H 2.74 -1.17 6.64
H 1.41 1.05 6.90
H -0.57 1.39 5.55
F 4.42 -0.17 4.06
C 4.01 1.07 4.49
C 4.55 1.95 5.45
C 3.92 3.17 5.68
C 2.92 3.61 4.85
C 2.36 2.78 3.88
C 2.91 1.52 3.71
H 5.21 1.56 6.22
H 4.22 3.84 6.47
H 2.49 4.60 4.94
H 1.60 3.12 3.19
H 2.52 0.83 2.98
F 0.18 5.84 2.84
C -1.03 5.33 2.87
C -1.16 4.00 3.39
C -2.47 3.47 3.49
C -3.61 4.19 3.13
C -3.37 5.42 2.45
C -2.12 5.99 2.30
H -0.38 3.33 3.73
H -2.57 2.50 3.95
H -4.62 3.82 3.19
H -4.28 5.90 2.12
H -1.94 6.93 1.81
C -6.67 -0.09 -1.15
S -4.83 0.10 -1.05
O -4.22 -1.03 -0.17
C -4.54 -0.44 -2.83
H -7.03 -0.22 -0.13
H -6.98 -0.83 -1.89
H -6.96 0.89 -1.54
H -3.89 0.22 -3.40
H -5.37 -0.45 -3.54
H -4.16 -1.46 -2.92
C -1.52 -2.48 -5.42
S -1.03 -1.61 -3.92
O -0.13 -2.65 -3.20
C 0.02 -0.29 -4.56
H -2.22 -3.29 -5.22
H -0.62 -2.86 -5.89
H -1.95 -1.76 -6.11
H 1.06 -0.61 -4.64
H 0.06 0.42 -3.73
H -0.14 0.22 -5.52
C 0.44 -0.79 -0.55
S 0.17 -0.24 1.13
O 1.02 1.00 1.42
C -1.55 0.19 0.86
H -0.31 -1.37 -1.09
H 1.47 -1.09 -0.69
H 0.47 0.19 -1.03
H -2.07 -0.74 0.64
H -1.67 1.00 0.14
H -1.96 0.57 1.80
C 0.24 3.74 -3.05
S -0.99 3.23 -1.77
O -1.31 1.75 -2.01
C 0.15 3.31 -0.38
H -0.24 4.24 -3.90
H 0.95 2.98 -3.36
H 0.87 4.51 -2.59
H -0.43 3.39 0.54
H 0.72 4.24 -0.48
H 0.92 2.57 -0.57
C 3.17 -2.47 1.70
O 3.31 -3.89 1.63
C 3.64 -4.44 0.44
O 3.52 -3.94 -0.65
O 3.90 -5.73 0.67
C 3.80 -6.69 -0.39
H 2.75 -2.05 0.79
H 4.11 -1.94 1.78
H 2.58 -2.27 2.60
H 2.89 -7.25 -0.22
H 4.66 -7.36 -0.32
H 3.82 -6.29 -1.41
C -8.02 5.88 -0.56
O -7.43 4.62 -0.31
C -6.12 4.55 -0.58
O -5.32 5.45 -0.98
O -5.77 3.31 -0.26
C -4.39 3.09 -0.09
H -9.00 5.98 -0.08
H -8.26 5.96 -1.62
H -7.54 6.75 -0.10
H -4.26 2.27 0.61
H -3.85 3.94 0.33
H -3.93 2.85 -1.05
C 3.38 -1.82 -7.96
O 3.27 -1.58 -6.59
C 3.34 -2.60 -5.76
O 3.72 -3.70 -6.12
O 3.13 -2.11 -4.55
C 3.24 -2.97 -3.36
H 2.77 -2.67 -8.25
H 4.39 -2.18 -8.13
H 3.34 -0.94 -8.60
H 2.86 -3.97 -3.54
H 2.84 -2.31 -2.58
H 4.24 -3.16 -2.99


130
Properties=species:S:1:pos:R:3 method="wB97M-V/def2-TZVPD" homo_ev="-1.1852 / -1.9961" spin_multiplicity=2 s_squared=0.759 charge=-2 gap_ev="4.60 / 5.41"
Rb -0.77 -1.43 0.48
C -4.14 6.37 -0.87
C -3.34 5.07 -0.75
C -2.67 4.52 -1.83
C -2.07 3.30 -1.79
C -1.48 2.78 -3.08
O -0.49 3.38 -3.54
C -2.17 1.77 -3.96
C -1.70 1.58 -5.27
C -2.17 0.53 -6.02
C -3.20 -0.24 -5.53
C -3.76 -0.01 -4.27
C -3.21 0.98 -3.50
C -2.02 2.50 -0.59
O -1.48 1.36 -0.59
C -2.50 3.19 0.57
C -3.16 4.40 0.43
C -2.43 2.62 1.95
N -2.34 1.40 2.17
C -2.17 0.96 3.61
C -3.46 0.44 4.17
Te -4.46 -0.99 2.93
C -5.41 0.38 1.63
C -5.04 0.49 0.28
C -5.80 1.30 -0.52
C -6.90 1.99 -0.04
C -7.27 1.85 1.25
C -6.54 1.03 2.10
C -2.66 3.63 3.06
C -3.95 3.69 3.55
C -4.29 4.55 4.62
C -3.31 5.37 5.19
C -2.03 5.34 4.64
C -1.70 4.50 3.59
H -3.45 7.15 -1.25
H -4.48 6.68 0.14
H -5.02 6.34 -1.50
H -2.73 4.93 -2.83
H -0.87 2.13 -5.64
H -1.80 0.36 -7.03
H -3.63 -1.03 -6.15
H -4.62 -0.54 -3.98
H -3.65 1.07 -2.51
H -3.68 4.85 1.31
H -1.81 1.75 4.27
H -1.42 0.16 3.55
H -4.18 1.22 4.29
H -3.30 -0.01 5.17
H -4.12 0.02 -0.08
H -5.48 1.44 -1.55
H -7.41 2.70 -0.67
H -8.07 2.43 1.66
H -6.85 0.91 3.11
H -4.66 2.99 3.13
H -5.27 4.56 5.02
H -3.57 5.96 6.08
H -1.21 5.84 5.13
H -0.63 4.38 3.32
S -2.64 -6.38 -2.62
Sb -2.99 -4.77 -1.09
S -3.26 -2.40 -1.20
S -1.28 -4.71 0.52
O 2.02 -1.68 3.89
H 1.92 -1.77 2.92
H 1.17 -1.98 4.17
O -0.85 -2.94 3.32
H -1.38 -3.16 4.08
H -1.19 -3.56 2.63
O -0.82 -0.63 -2.34
H -1.51 -1.32 -2.23
H -1.18 0.17 -1.99
O 1.42 1.03 -0.74
H 0.46 1.17 -0.61
H 1.65 1.13 -1.69
O 1.89 0.76 -3.94
H 1.30 1.51 -3.92
H 1.26 0.03 -3.76
O 2.10 -2.04 1.07
P 3.27 -1.99 0.12
C 2.82 -2.09 -1.64
C 3.97 -1.84 -2.63
C 4.05 -3.04 -3.68
C 2.71 -3.25 -4.45
C 1.52 -3.20 -3.46
C 1.94 -3.35 -2.02
C 4.06 -0.34 0.29
C 3.68 0.29 1.65
C 3.90 1.82 1.55
C 4.97 2.17 0.54
C 6.08 1.11 0.50
C 5.52 -0.16 -0.13
C 4.48 -3.33 0.53
C 4.67 -3.32 2.13
C 3.77 -4.33 2.80
C 4.08 -5.77 2.38
C 4.49 -5.87 0.93
C 3.93 -4.69 0.12
H 2.10 -1.30 -1.67
H 4.97 -1.87 -2.16
H 3.83 -0.92 -3.15
H 4.32 -3.95 -3.12
H 4.86 -2.88 -4.39
H 2.83 -4.16 -5.04
H 2.61 -2.40 -5.14
H 0.78 -3.93 -3.73
H 0.97 -2.24 -3.61
H 2.47 -4.28 -1.86
H 1.04 -3.46 -1.44
H 3.37 0.17 -0.39
H 4.17 -0.24 2.50
H 2.62 0.16 1.79
H 4.19 2.23 2.53
H 3.00 2.33 1.26
H 5.29 3.19 0.80
H 4.42 2.17 -0.42
H 6.39 0.88 1.51
H 6.92 1.51 -0.10
H 6.14 -1.02 0.15
H 5.58 -0.08 -1.23
H 5.49 -3.12 0.11
H 4.43 -2.32 2.57
H 5.69 -3.54 2.37
H 2.74 -4.02 2.61
H 3.85 -4.30 3.90
H 3.23 -6.36 2.61
H 4.94 -6.10 2.98
H 4.13 -6.79 0.45
H 5.62 -5.91 0.90
H 2.81 -4.66 0.25
H 4.16 -4.92 -0.97


142
Properties=species:S:1:pos:R:3 method="wB97M-V/def2-TZVPD" homo_ev=-9.0817 de_lowest_ev=0.811 spin_multiplicity=1 charge=0 gap_ev=9.37
F -0.24 5.67 2.31
C 0.12 4.43 2.72
C -0.61 3.37 2.20
C -0.19 2.09 2.60
C 0.90 1.89 3.42
C 1.55 2.98 3.98
C 1.18 4.25 3.57
H -1.33 3.56 1.42
H -0.77 1.24 2.26
H 1.12 0.88 3.73
H 2.23 2.83 4.80
H 1.75 5.10 3.92
F -3.43 3.00 -2.49
C -2.94 3.97 -1.71
C -1.60 4.00 -1.34
C -1.13 5.04 -0.55
C -1.98 6.06 -0.08
C -3.32 5.92 -0.36
C -3.81 4.90 -1.18
H -0.92 3.31 -1.83
H -0.08 5.12 -0.28
H -1.67 6.83 0.60
H -4.04 6.64 0.02
H -4.84 4.88 -1.50
F -8.50 0.73 -1.90
C -7.41 0.07 -2.32
C -6.18 0.73 -2.25
C -5.04 0.11 -2.74
C -5.17 -1.15 -3.32
C -6.36 -1.84 -3.32
C -7.52 -1.19 -2.88
H -6.18 1.78 -1.97
H -4.12 0.66 -2.87
H -4.41 -1.65 -3.91
H -6.50 -2.81 -3.78
H -8.49 -1.66 -2.92
F 4.38 1.05 -2.19
C 4.77 -0.22 -2.41
C 4.35 -0.85 -3.59
C 4.65 -2.18 -3.77
C 5.42 -2.87 -2.83
C 5.81 -2.25 -1.64
C 5.48 -0.90 -1.47
H 3.73 -0.29 -4.28
H 4.35 -2.71 -4.66
H 5.61 -3.92 -2.99
H 6.50 -2.65 -0.92
H 5.66 -0.40 -0.53
C 4.03 -2.22 4.27
S 4.50 -0.48 3.91
O 3.35 0.31 3.34
C 5.62 -0.80 2.53
H 3.66 -2.60 3.32
H 3.22 -2.27 5.00
H 4.92 -2.77 4.58
H 5.28 -1.61 1.89
H 6.58 -1.05 2.98
H 5.72 0.17 2.04
C -9.08 3.12 0.17
O -7.73 3.52 0.22
C -6.80 2.61 0.55
O -7.04 1.53 1.00
O -5.62 3.13 0.26
C -4.44 2.59 0.85
H -9.76 3.93 -0.04
H -9.35 2.63 1.11
H -9.30 2.36 -0.58
H -3.64 3.31 0.69
H -4.24 1.69 0.28
H -4.54 2.40 1.92
C 6.67 3.33 -0.35
O 7.66 3.26 0.65
C 7.31 3.13 1.93
O 8.07 2.85 2.81
O 6.02 3.38 2.10
C 5.49 3.17 3.40
H 5.87 2.60 -0.20
H 7.06 3.18 -1.35
H 6.21 4.32 -0.35
H 5.32 2.12 3.66
H 4.49 3.62 3.42
H 6.00 3.69 4.21
C -1.59 -1.84 -4.90
O -2.40 -1.02 -5.69
C -2.37 0.28 -5.43
O -1.75 0.80 -4.55
O -3.22 0.88 -6.25
C -3.65 2.18 -5.90
H -0.52 -1.69 -5.08
H -1.80 -2.90 -5.06
H -1.63 -1.63 -3.83
H -3.75 2.37 -4.83
H -4.62 2.39 -6.34
H -2.90 2.90 -6.23
C 6.01 -5.77 2.50
O 5.48 -4.57 1.95
C 4.27 -4.67 1.42
O 3.54 -5.63 1.45
O 3.99 -3.52 0.84
C 2.80 -3.23 0.10
H 5.54 -5.89 3.48
H 7.09 -5.70 2.57
H 5.81 -6.66 1.91
H 1.99 -3.95 0.14
H 3.10 -2.99 -0.91
H 2.42 -2.34 0.61
C 2.99 1.07 0.47
O 1.86 0.33 0.10
C 0.86 0.80 -0.67
O 0.83 1.84 -1.26
O -0.04 -0.14 -0.60
C -1.26 -0.11 -1.32
H 3.23 1.83 -0.28
H 3.89 0.45 0.42
H 2.93 1.57 1.42
H -1.21 0.49 -2.23
H -2.10 0.31 -0.76
H -1.57 -1.13 -1.51
C -1.57 -4.65 -0.38
O -2.83 -4.28 0.22
C -3.40 -3.20 -0.25
O -3.06 -2.57 -1.23
O -4.48 -2.95 0.50
C -5.32 -1.89 0.05
H -1.64 -4.55 -1.46
H -1.37 -5.66 -0.05
H -0.78 -3.99 -0.01
H -5.94 -2.21 -0.79
H -4.66 -1.04 -0.14
H -6.08 -1.55 0.75
C 0.01 -1.97 2.13
O 0.68 -2.81 3.05
C 0.25 -4.03 3.33
O -0.74 -4.56 2.87
O 1.08 -4.63 4.16
C 1.37 -5.99 3.83
H -0.78 -1.36 2.57
H -0.52 -2.50 1.33
H 0.80 -1.36 1.71
H 1.35 -6.09 2.74
H 0.73 -6.74 4.29
H 2.40 -6.19 4.12